Record 1
This record from the Open Molecules 2025 dataset describes the ion C5H12N with charge +1 in a non-equilibrium geometry. The level of theory is ωB97M-V/def2-TZVPD.

Geometry as XYZ:
```
18
Properties=species:S:1:pos:R:3:forces:R:3:mulliken_charge:R:1
C -0.728405 1.802472 0.050304 -4.5 0.8 -1.7 -0.48
H -1.505326 0.487151 1.573336 -1.3 1.4 -1.2 0.36
H 1.644151 0.360309 -0.395237 -0.4 -0.5 0.5 0.21
H -1.342805 2.592783 -0.515378 1.4 -0.9 0.6 0.30
C 0.675473 -0.179904 -0.346253 2.2 -1.3 -0.4 -0.16
C -0.405706 0.635823 -0.847834 -1.0 -0.1 -0.8 -0.68
C 0.737749 -1.512673 -0.209598 0.3 -0.9 1.0 0.03
H -0.114018 1.059663 -1.805733 0.1 0.1 -0.2 0.32
H 2.280898 -3.119979 -0.508348 -0.9 1.2 0.3 0.33
H 2.026269 -2.700142 1.130066 -0.2 0.9 -0.6 0.28
H -2.358368 1.959240 1.567723 -0.2 0.5 0.3 0.34
H 0.097284 2.271834 0.549257 0.1 -0.2 0.9 0.42
H -2.648593 0.866075 0.316356 0.5 0.3 0.6 0.37
N -1.946790 1.271382 0.960569 3.0 -1.9 0.7 -0.42
C 2.030101 -2.198475 0.122089 2.4 -1.5 -0.1 -1.17
H -1.237179 -0.055054 -1.102863 -0.2 0.8 0.3 0.40
H -0.073685 -2.300633 -0.154318 0.3 1.6 -0.5 0.26
H 3.003630 -1.604369 0.008911 -1.7 -0.3 0.4 0.30
```
Forces are in eV/Å.

As for the total charge: +1. The total energy is -252.15917 Ha. As for the spin multiplicity: 1. The highest occupied orbital energy comes out at -13.074 eV.



Record 2
This record from the Open Molecules 2025 dataset describes a cluster of 5 separate species, C37H52F2N7O4P2S3 in total in a non-equilibrium geometry. The level of theory is ωB97M-V/def2-TZVPD.

Geometry as XYZ:
```
107
Properties=species:S:1:pos:R:3:forces:R:3:mulliken_charge:R:1
H 7.355011 1.853637 -3.787402 -1.0 -0.6 1.0 0.37
C -0.682048 -0.196970 3.720898 0.7 0.1 -0.3 -0.40
F -3.067615 0.394364 3.556342 0.9 -1.9 -0.7 -0.29
H 0.286742 3.771324 -6.968994 0.0 0.0 0.1 0.34
H 4.852659 -0.669063 -3.272607 0.5 0.4 1.2 0.31
H 1.793699 -1.611576 -0.862525 -1.2 0.7 0.4 0.39
N -2.056795 -4.883841 0.664130 0.2 2.5 -0.1 -0.95
N 5.010223 2.075323 -1.354619 -0.9 1.2 0.3 -0.03
H -11.832640 -6.334515 3.968212 0.0 0.0 0.1 0.37
H 2.200027 -2.800031 3.434900 -0.9 0.6 -0.2 0.23
H 3.214675 6.612848 -7.360082 0.0 0.0 0.1 0.36
C 0.001096 -1.539713 1.461356 0.1 0.0 0.1 1.75
C -1.104968 2.450685 2.074840 -0.3 0.5 0.4 -0.65
O 6.541639 0.363213 -2.456555 -1.0 0.2 -0.9 -0.47
H 5.913108 5.199582 0.594390 0.0 0.0 0.0 0.14
C 6.166016 6.112311 -1.335384 0.2 0.4 -0.4 0.02
C -8.137824 -5.128556 -1.602281 0.1 -0.1 0.1 -0.40
N 1.724290 5.204658 -7.268744 0.1 -0.1 0.6 -0.56
H 4.229490 0.630252 1.264176 -0.3 0.9 1.1 0.28
C -8.314313 -6.247982 -0.803806 -0.1 -0.1 0.0 -0.29
H -7.038770 -5.456436 3.686719 0.0 0.0 0.0 0.36
H -0.437404 -4.195169 -1.235260 -0.5 0.2 0.5 0.36
N 6.807931 6.984808 -2.125526 0.1 -0.1 0.5 -0.45
H -3.302723 -1.808087 2.150913 0.3 0.6 -0.2 0.49
C -2.160384 -0.707721 3.431442 -0.1 1.4 2.0 -0.21
C -8.966126 -5.443141 2.734523 -0.5 0.0 -0.1 -0.27
H 1.990261 1.004012 0.744614 -0.1 -0.2 1.3 -0.23
H 7.760686 6.540045 1.603040 0.0 0.0 -0.1 0.39
H 1.698286 2.133065 2.133223 0.2 -1.5 0.0 0.12
C 0.966492 -0.857221 -0.940675 -0.1 1.7 -1.9 -0.27
O -0.901066 -3.341872 -1.125789 -1.1 1.5 2.0 -0.53
C -6.848970 -4.660917 -1.797869 0.5 0.0 0.1 -0.16
C 4.236325 3.019499 -0.564978 -1.1 0.1 -0.9 0.12
H 4.143665 1.173234 2.996913 -0.3 0.9 -1.1 0.47
H -1.594982 1.717414 1.370733 0.8 0.8 0.6 0.09
C -1.389402 -2.315068 1.654584 1.4 1.0 0.7 -1.60
H 3.567179 0.549156 -0.918987 0.8 0.3 -1.2 -0.69
H -8.981161 -4.630662 -2.062726 0.1 0.0 0.0 0.37
S 0.966853 -2.367007 3.871764 -0.2 0.1 0.9 -0.21
H -2.527058 -1.457970 4.208150 0.7 0.8 -1.2 0.32
C -8.096771 -5.662175 3.790971 -0.1 0.0 0.1 -0.40
C 1.078200 4.332684 -6.482927 0.1 0.2 -0.4 -0.26
C 0.930722 -0.059831 -2.080038 -0.3 -1.1 2.3 -0.86
H -7.307416 -7.729442 0.395168 0.0 0.0 0.0 0.41
H 1.715760 -0.103614 -2.880278 -1.1 -0.1 0.9 0.33
N -5.758621 -5.226251 -1.255890 -0.3 0.0 0.2 -0.41
C 5.232927 -0.231646 -2.286998 0.2 0.2 0.6 -0.71
C 3.085371 5.788738 -5.372854 -0.1 -0.1 0.1 -0.55
H 3.542062 1.235569 -2.647719 0.6 -0.4 1.1 0.18
H 0.815289 3.417066 -4.555228 0.0 0.0 0.0 0.39
C -10.763556 -6.151134 3.951028 0.0 0.2 -0.5 -0.18
H -7.971501 -6.333083 5.830159 0.0 0.0 0.0 0.36
C 2.399346 4.880418 -4.580854 0.0 0.0 0.1 0.57
C 5.547664 2.661058 -2.603222 1.2 -0.4 -1.8 -0.08
H 8.295686 8.395091 -2.224548 0.0 0.0 0.1 0.37
C 7.493953 6.664573 0.559643 0.0 0.0 0.1 -0.53
C 6.375733 1.481501 -3.355023 -0.8 -0.1 -0.4 -0.51
O 0.705688 2.304396 4.439682 -1.1 -0.9 -1.4 -0.47
H -6.659173 -3.790614 -2.416888 -0.1 0.0 0.0 0.38
C 6.466692 5.917213 0.002838 0.1 0.1 0.0 0.18
C 1.373192 4.135402 -5.143488 0.1 0.1 0.0 -0.50
C -5.958312 -6.307835 -0.485730 0.3 0.3 -0.2 -0.18
H 6.283818 3.502905 -2.452988 -1.2 -0.8 0.3 0.28
H -3.033873 -5.189904 0.598569 0.5 -0.1 0.2 0.19
C -9.979721 -6.399963 5.066333 0.1 0.0 0.0 -0.35
C 3.760544 1.408091 1.962241 -0.6 -1.9 -1.5 -0.87
H 8.982753 8.172185 0.164089 0.0 0.0 0.0 0.38
S 4.254811 3.058552 1.297971 -0.2 -0.5 -0.6 -0.18
H -0.476051 -0.492627 4.808951 -0.2 0.5 -1.5 0.67
H -10.422045 -6.780137 5.978075 0.0 0.0 -0.1 0.36
H -3.755011 -3.751954 -0.878769 -0.2 0.7 0.4 0.21
H 5.373774 5.549491 -1.817527 0.1 0.1 0.1 0.18
C 8.175205 7.572847 -0.236223 -0.1 -0.1 0.1 -0.31
P -1.936313 -3.354644 0.183427 -1.9 -5.7 -2.3 1.35
H 4.740372 2.968823 -3.355761 0.8 -0.1 1.3 0.06
H -1.369594 -3.045341 2.533826 0.3 0.7 -1.4 0.60
H 5.774178 1.085943 -4.246365 0.7 0.7 1.0 0.26
H 0.095357 0.691951 -2.160570 1.1 -0.8 -0.2 0.22
H 2.674399 -0.865820 2.584033 -1.2 1.0 0.0 0.56
H -2.588521 -0.555477 1.352709 0.4 0.0 0.3 0.49
N -2.411885 -1.270103 2.077319 -1.1 -1.3 -0.5 0.18
H 2.662064 4.753638 -3.535183 0.0 0.0 -0.4 0.02
C -0.132072 -0.603614 0.202358 0.7 0.3 -1.7 -1.15
H -0.207047 2.990227 1.661508 -0.9 -0.9 0.1 0.27
C 2.710521 5.913821 -6.701343 -0.3 -0.2 -0.4 -0.26
C -8.618717 -6.149736 4.979942 0.1 0.0 0.1 -0.25
C 4.215699 0.896421 -1.784383 -0.3 -0.4 0.2 0.82
C -7.205048 -6.853750 -0.232623 0.0 0.1 -0.1 -0.50
H -1.890235 3.260688 2.268893 1.0 -1.2 -0.2 0.43
C 0.480880 -0.820880 2.837605 0.7 -2.5 0.0 0.23
H -1.132339 -0.720490 -0.352373 1.1 -0.1 0.9 0.68
H 2.098554 0.257626 3.867455 -0.5 -0.4 -1.4 0.37
F 0.961389 -2.583690 1.233122 -1.4 1.5 -0.5 -0.44
H -8.606516 -5.060000 1.785280 0.1 0.0 0.0 0.54
H 0.534640 3.123704 4.942378 -0.2 -0.6 -0.2 0.38
C 2.156826 1.137016 1.853891 1.6 1.3 -0.1 0.88
H -5.060961 -6.744162 -0.058644 -0.1 -0.1 0.0 0.40
C 1.874173 -0.077746 2.796546 0.4 0.5 0.1 -1.97
H 5.370028 -1.044352 -1.503326 -0.2 1.0 -1.1 0.35
C 7.795133 7.696024 -1.563119 -0.3 -0.2 -0.4 -0.33
H 3.892652 6.386582 -4.968294 0.0 0.0 0.0 0.42
O -3.484852 -2.922275 -0.390626 2.9 0.4 0.7 -0.55
P -0.807361 1.714948 3.826740 -0.2 1.8 1.2 -0.02
H -9.307354 -6.645402 -0.627559 0.0 0.0 0.0 0.39
H -0.064934 0.510975 0.418132 0.0 -1.6 0.3 0.23
S 3.281801 4.204318 -1.286505 1.4 -1.4 1.5 -0.22
N -10.284154 -5.678701 2.791930 0.4 -0.1 0.4 -0.53
```
Forces are in eV/Å.

As for the total charge: +1. The total energy is -4201.86871 Ha. As for the spin multiplicity: 1. The highest occupied orbital energy comes out at -10.548 eV.



Record 3
This record from the Open Molecules 2025 dataset describes a cluster of 8 separate species, C28H35Br10N3O6 in total in a non-equilibrium geometry. The level of theory is ωB97M-V/def2-TZVPD.

Geometry as XYZ:
```
82
Properties=species:S:1:pos:R:3:forces:R:3:mulliken_charge:R:1
N 5.066184 -3.497330 3.134267 0.1 -1.5 -1.3 0.92
C -4.661321 3.941039 2.845354 0.1 -0.4 0.5 -0.71
H -6.061312 -1.326991 -1.856805 -0.4 0.3 -0.3 0.39
O 6.157502 -4.032634 3.283511 -0.5 0.7 0.4 -0.55
C 0.104064 -3.310937 -5.251067 -0.8 -1.7 -0.2 -0.46
H 7.110375 -0.133893 0.866266 -0.2 0.1 -0.1 0.36
Br 2.545211 3.473901 -5.237052 -0.1 0.4 -0.4 -0.18
C 5.012677 -0.245320 0.424287 -1.5 -0.7 0.3 -0.74
O -5.088806 1.448883 1.744671 -0.3 0.1 -0.2 -0.57
H 1.442413 3.156690 -3.193554 -0.4 -0.1 0.4 -0.07
C -0.982723 -5.322417 4.619276 1.6 -0.3 1.0 -0.27
H -1.106736 -2.696987 2.543701 0.1 0.0 -0.3 0.47
C 1.300362 5.329108 -3.282031 -0.3 -1.3 -0.6 -0.43
H 2.967414 -2.686369 1.846411 -0.2 0.6 -0.2 0.44
Br -1.163109 -3.214937 -3.811557 -0.6 0.1 0.3 -0.11
Br 0.345092 5.121347 -1.597472 -0.2 0.5 0.1 -0.17
Br 2.196302 -2.234494 -6.720455 0.4 -0.1 -0.4 -0.14
H 0.709539 0.923479 -1.041704 -0.2 0.1 -0.2 -0.27
C -3.083418 -5.102267 3.652146 -2.2 -1.1 -0.6 0.56
H 0.192746 3.756627 -4.307067 -0.2 -0.1 -0.3 0.42
C -2.260745 -5.765857 4.511683 -0.9 -0.7 0.4 -0.67
C -2.852860 4.055881 1.267560 0.4 2.0 0.0 -0.26
H 0.510347 -3.891380 3.932113 -0.4 -0.2 0.2 0.46
N -4.484705 -5.691240 3.422634 -0.2 0.2 0.1 0.96
H -3.500150 -1.008574 -3.414394 0.3 -0.1 -0.4 0.07
C -0.304828 0.559600 -1.213085 -0.2 2.2 1.1 0.22
Br -1.143851 1.643324 -2.636091 0.2 -0.7 0.1 -0.17
O 4.022124 -3.971375 3.555176 0.3 0.8 0.1 -0.58
H 0.542208 -4.293273 -5.118487 0.3 0.0 -0.2 0.34
Br -5.309820 0.066740 -4.734493 0.0 -0.3 0.3 -0.19
Br 7.194228 4.844736 0.398267 -0.6 -0.4 -0.4 -0.15
H 0.504146 -1.269460 -5.275668 -0.1 0.3 0.2 0.33
H 5.093105 0.577408 -0.280682 -0.6 -0.2 0.1 0.53
H 5.394810 3.430714 1.274701 -0.3 -0.1 -0.1 0.38
H 2.836708 -0.696640 0.304725 0.2 0.4 -0.2 -0.14
H -5.349848 3.289023 3.363221 -0.3 0.3 -0.1 0.41
H -1.357669 -1.277844 -1.407433 -0.5 0.1 -0.5 -0.18
C 3.786728 -2.011939 1.613725 0.8 -0.2 -0.3 -0.58
H -4.746490 -2.210664 -3.802841 -0.1 -0.2 -0.1 0.45
C -2.729742 -4.022351 2.911064 0.7 0.0 -0.3 -0.94
C 1.182884 3.907189 -3.918703 1.3 0.9 0.8 -0.35
H -2.357167 3.523574 0.466699 0.4 0.4 0.0 0.42
C 4.645433 3.897848 -0.724593 -0.9 -0.2 0.6 -0.68
C -3.808705 3.362283 1.939289 -0.5 -0.5 -0.7 0.46
H 7.063980 -1.955005 2.495062 0.1 -0.1 0.0 0.43
H -0.414353 -3.267822 -6.188447 -0.6 -0.2 -0.3 0.38
C 6.165163 -0.637793 1.044378 1.0 0.1 0.3 -0.38
H 0.219909 -1.186574 -2.270501 -0.2 -0.2 -0.2 0.06
O -3.071391 1.367330 1.010162 -0.3 0.4 -0.3 -0.46
C 5.012178 -2.361254 2.147476 -0.2 -0.5 1.8 0.49
H -3.431188 -3.618955 2.209386 -0.1 0.4 -0.1 0.51
C 6.173686 -1.679520 1.954800 0.4 0.0 -0.1 -0.74
H -2.669468 -6.607461 5.056742 0.2 0.0 0.0 0.46
C -0.523217 -4.243395 3.886021 0.1 0.2 -0.3 -0.81
C 5.739865 3.498602 0.249745 0.0 0.2 -0.2 -0.51
C -2.695920 5.431994 1.601507 -0.4 -0.1 -0.2 -0.26
C -4.559889 -1.214717 -3.443780 0.3 0.9 0.2 -0.41
H -5.203462 5.707481 3.858745 0.3 0.0 0.0 0.34
H 1.661341 -2.225185 -4.316393 0.1 0.1 0.2 0.33
O -5.129909 -5.274298 2.465447 0.8 -0.3 0.9 -0.58
H -0.323499 -5.824082 5.325741 0.0 0.1 -0.2 0.35
C 1.031914 -2.207974 -5.195332 1.1 1.5 0.4 -0.63
C -1.409768 -3.602840 3.044147 -0.3 0.9 -0.1 0.07
H -3.413933 7.087003 2.914227 0.1 -0.1 -0.5 0.39
C -4.490103 5.278605 3.154579 -1.2 -0.1 0.7 -0.20
H 4.872640 3.992122 -1.772924 0.5 -0.1 -0.1 0.46
O -4.891103 -6.538283 4.211007 0.6 0.7 -0.7 -0.59
H 4.089379 4.747238 -0.388770 0.3 0.8 0.1 0.41
C -5.056089 -0.988019 -2.044600 -0.2 -0.7 0.4 -0.52
Br -4.055735 -2.269049 -0.933089 0.2 0.1 0.1 -0.14
C 3.792828 -0.934505 0.745825 0.6 0.5 -0.6 0.47
H 0.815276 6.060309 -3.913867 -0.3 0.2 0.1 0.41
H 6.188062 2.560757 -0.039714 0.3 -0.1 0.0 0.24
C -0.372981 -0.857648 -1.430425 0.6 -2.2 -0.3 0.20
H -0.927296 0.787604 -0.362820 0.0 0.4 0.4 0.32
H -2.004595 6.051322 1.038744 0.1 -0.2 0.1 0.30
C -3.526007 6.065309 2.561756 0.9 -1.3 -0.7 -0.72
H -4.894376 0.003964 -1.634472 0.1 0.0 -0.2 0.35
Br 0.407174 -1.854223 0.094577 0.0 0.3 -0.1 -0.16
Br 3.069577 2.643009 -0.701738 0.8 -0.1 0.1 -0.06
N -4.026215 1.965907 1.488992 0.7 -0.6 1.2 0.82
H 2.278926 5.705826 -3.017708 0.3 -0.4 -0.1 0.34
```
Forces are in eV/Å.

As for the total charge: 0. The total energy is -27443.48604 Ha. As for the spin multiplicity: 1. The highest occupied orbital energy comes out at -9.953 eV.